--- a ---
# C5H9N2

The ion C5H9N2 with charge +1 (the ωB97M-V functional and the def2-TZVPD basis, the Open Molecules 2025 dataset).

Calculated values
- Frontier orbital gap: 0.3745 hartree
- SMILES: C[N+]1(N2CC2)C=C1

The geometry in ORCA input format:
```
! wB97M-V def2-TZVPD RIJCOSX def2/J DEFGRID3
* xyz 1 1
H -1.2069 0.9870 1.2173
C 1.1260 0.6606 0.9003
H 1.5474 -1.8455 0.2382
H -2.1407 -0.5884 0.9230
N -0.7238 -0.2249 -0.3637
C 1.4498 -1.1969 -0.5813
C 1.2603 1.3394 -0.2191
N 0.7143 0.0270 -0.3013
H 1.4348 2.0421 -0.9625
C -1.6037 0.2769 0.5677
C -1.6373 0.7634 -0.8488
H 0.9211 -1.7986 -1.3365
H 0.9550 0.5731 1.9222
H 2.3554 -0.8438 -1.0436
H -2.3182 0.4548 -1.6473
H -1.1973 1.8095 -0.9567
*
```



--- b ---
# C5H9N2

The ion C5H9N2 with charge +1 (the ωB97M-V functional and the def2-TZVPD basis, the Open Molecules 2025 dataset).

Calculated values
- Frontier orbital gap (alpha / beta): 0.3033 / 0.3032 hartree

The geometry in ORCA input format:
```
! wB97M-V def2-TZVPD RIJCOSX def2/J DEFGRID3
* xyz 1 1
H -1.5913 -1.1348 0.9176
H 0.0640 2.7485 -0.8864
C -0.0639 -1.1972 -0.5477
H -1.7824 1.2332 0.8888
N 0.5781 0.9173 -1.5782
H 1.3493 -0.7056 1.0764
H 1.3701 1.8774 0.0748
C 0.4325 -0.3402 -1.6204
H -0.2670 1.0667 1.9216
H 0.4877 -2.2835 1.3165
C 0.5708 1.8268 -0.6487
C -0.8290 0.7685 1.0574
N -0.7486 -0.5940 0.7172
C 0.4973 -1.3219 0.8219
H 0.5568 -0.8148 -2.5884
H -0.6244 -2.0466 -0.9225
*
```



Most stable to least stable, the ends of the list are b and a.



--- a ---
# C4H11NO

A cluster of 2 separate species, C4H11NO in total (the ωB97M-V functional and the def2-TZVPD basis, the Open Molecules 2025 dataset).

Calculated values
- Frontier orbital gap: 0.2984 hartree
- SMILES: C=CC.NCO

The geometry in ORCA input format:
```
! wB97M-V def2-TZVPD RIJCOSX def2/J DEFGRID3
* xyz 0 1
C -1.0344 -1.5606 0.3641
H 2.7987 0.4139 0.9113
H 2.3030 1.3774 -2.0805
C 2.1224 1.3185 0.9502
C 1.1977 1.1281 -0.3057
H 1.4445 1.1942 1.7835
H -2.9316 -1.8359 1.1767
H 2.7126 2.2209 0.9131
O -1.1398 -1.0021 -0.9589
H -1.9482 -0.5491 -0.7604
H -0.1636 -1.1629 0.9471
C 1.3771 1.5881 -1.6088
H -0.9314 -2.6432 0.4229
H -1.8715 -1.0741 2.1489
H 0.3179 0.5075 -0.4248
N -2.2062 -1.0978 1.1921
H 0.8545 2.4074 -2.1099
*
```



--- b ---
# C4H11NO

An isolated molecule of C4H11NO (the ωB97M-V functional and the def2-TZVPD basis, the Open Molecules 2025 dataset).

Calculated values
- Frontier orbital gap: 0.3726 hartree
- SMILES: CNC[C@@H](C)O

The geometry in ORCA input format:
```
! wB97M-V def2-TZVPD RIJCOSX def2/J DEFGRID3
* xyz 0 1
C 0.5408 0.1877 -2.3789
H -0.8373 1.2782 -1.1931
O -1.1692 -0.8100 -1.0184
H 0.1766 -0.8532 3.1372
H 1.1374 1.0999 -2.3608
N -0.2967 0.1207 1.3538
H -1.4847 -1.1211 -0.1734
C 0.4099 0.1126 2.6872
H 0.0522 0.9716 3.2617
H 1.5250 0.0515 2.6724
H -0.2507 0.2767 -3.1740
H 1.2728 1.0643 0.2882
C -0.3070 0.3069 -1.0890
H 1.1378 -0.7224 -2.3177
H 1.2930 -0.6732 0.1922
H -0.7247 -0.7843 1.5066
C 0.6175 0.2112 0.2137
*
```



Most stable to least stable, the ends of the list are b and a.



--- a ---
# C4H11NO

A cluster of 2 separate species, C4H11NO in total (the ωB97M-V functional and the def2-TZVPD basis, the Open Molecules 2025 dataset).

Calculated values
- Frontier orbital gap: 0.3598 hartree
- SMILES: CC=O.CNC

The geometry in ORCA input format:
```
! wB97M-V def2-TZVPD RIJCOSX def2/J DEFGRID3
* xyz 0 1
H -0.7592 0.2492 1.6523
H 0.4525 -0.5526 0.6489
C 1.3104 0.7919 -2.0696
H -0.5147 1.1889 -2.8256
H -0.7300 -2.6870 0.7355
C -0.2021 2.5735 -1.3070
H 2.0053 1.5221 -2.4937
N -0.0644 1.2555 -1.9256
H -0.3696 3.3953 -2.0065
H 1.7105 0.4486 -1.1113
H 0.6155 2.7850 -0.6307
O -0.6309 -2.6554 2.7331
H 1.2916 -0.0815 -2.7231
H 0.5229 -0.5192 2.3663
C -0.1789 -0.6631 1.5305
H -1.1296 2.5494 -0.7426
C -0.5699 -2.1101 1.6625
*
```



--- b ---
# C4H11NO

A cluster of 2 separate species, C4H11NO in total (the ωB97M-V functional and the def2-TZVPD basis, the Open Molecules 2025 dataset).

Calculated values
- Frontier orbital gap: 0.3662 hartree
- SMILES: C1CCNC1.O

The geometry in ORCA input format:
```
! wB97M-V def2-TZVPD RIJCOSX def2/J DEFGRID3
* xyz 0 1
C 0.3425 -0.2664 1.8053
H 0.1831 -0.4443 -1.0226
N 0.0216 0.4217 -0.5198
H 1.9891 0.2252 0.3147
H 0.6128 0.2140 -2.6546
H 0.8737 1.5078 0.9121
C 0.9742 0.4556 0.6077
H -1.6305 -1.1560 1.4319
H -1.7227 1.3927 0.1080
C -1.3166 0.3822 0.0870
C -1.1653 -0.1797 1.5466
O 0.8838 -0.6984 -2.8489
H 0.5681 -1.3311 1.8467
H 1.7245 -0.5587 -3.3120
H 0.5830 0.1917 2.7609
H -1.6778 0.4626 2.2574
H -1.9912 -0.2539 -0.4787
*
```



Most stable to least stable, the ends of the list are b and a.



--- a ---
# C4H10OS2

A cluster of 2 separate species, C4H10OS2 in total (the ωB97M-V functional and the def2-TZVPD basis, the Open Molecules 2025 dataset).

Calculated values
- Frontier orbital gap: 0.3336 hartree
- SMILES: C1CSCCS1.O

The geometry in ORCA input format:
```
! wB97M-V def2-TZVPD RIJCOSX def2/J DEFGRID3
* xyz 0 1
S 0.5563 -0.6290 -1.5933
H 1.7300 1.5007 1.0001
H -1.3701 -1.9498 -1.1820
O 1.3962 2.4247 1.0564
H 1.6119 2.8201 0.1815
C -0.2704 0.9169 0.4298
S -1.3652 -0.2817 1.2243
H -0.8716 -2.6078 1.3119
C -0.3869 -1.7831 0.7548
H 0.1773 1.7147 -1.6356
H 0.7380 0.8749 0.8844
C -0.3544 -1.9485 -0.7417
C -0.2995 0.8804 -1.0861
H -1.3393 0.7858 -1.4540
H 0.1006 -2.9375 -0.9422
H 0.6511 -1.6892 1.1278
H -0.7040 1.9083 0.6637
*
```



--- b ---
# C4H10OS2

A cluster of 2 separate species, C4H10OS2 in total (the ωB97M-V functional and the def2-TZVPD basis, the Open Molecules 2025 dataset).

Calculated values
- Frontier orbital gap: 0.3299 hartree
- SMILES: C1CSCCS1.O

The geometry in ORCA input format:
```
! wB97M-V def2-TZVPD RIJCOSX def2/J DEFGRID3
* xyz 0 1
H 0.1568 2.1745 -1.6163
O -2.6484 -2.7436 1.4266
S -0.0388 1.8536 0.7048
H 2.5914 0.8451 -0.1939
H -1.7989 -3.1817 1.6599
C 0.9439 2.0763 -0.8440
H 1.4730 3.0464 -0.7775
S 1.0560 -0.5054 -1.5304
H -0.3913 -1.7871 -0.1240
H 0.8740 -1.0341 0.8899
H -1.5966 0.4651 -0.4451
C -0.8578 0.2665 0.3551
C 1.9727 1.0440 -1.0902
H -1.4153 -0.0573 1.2550
H -3.1824 -2.7821 2.2522
C 0.2033 -0.8655 0.0255
H 2.6583 1.1853 -1.9477
*
```



Most stable to least stable, the ends of the list are b and a.



--- a ---
# C4H10OS2

An isolated molecule of C4H10OS2 (the ωB97M-V functional and the def2-TZVPD basis, the Open Molecules 2025 dataset).

Calculated values
- Frontier orbital gap: 0.2903 hartree
- SMILES: CSSCCCO

The geometry in ORCA input format:
```
! wB97M-V def2-TZVPD RIJCOSX def2/J DEFGRID3
* xyz 0 1
H -0.7264 4.0598 -0.5772
C 0.8795 -1.1537 -0.6292
H -0.1337 3.1424 0.7202
H -1.1345 -1.8351 -0.8590
S -0.6758 0.3352 1.2805
H 0.1056 -3.1857 -1.0947
H -1.7167 3.4623 0.7589
H -0.4329 -2.1032 1.3596
H 0.6513 -0.6772 -1.5846
H 1.4735 0.6622 0.1190
C -1.0024 3.1647 -0.0128
O -0.2604 -2.8446 0.7646
H 1.8707 -1.6146 -0.7791
S -1.0339 1.6043 -0.7821
C -0.1603 -2.2782 -0.5390
C 0.8757 -0.1462 0.5021
H 1.4208 -0.5926 1.3530
*
```



--- b ---
# C4H10OS2

A cluster of 2 separate species, C4H10OS2 in total (the ωB97M-V functional and the def2-TZVPD basis, the Open Molecules 2025 dataset).

Calculated values
- Frontier orbital gap (alpha / beta): 0.2862 / 0.3206 hartree

The geometry in ORCA input format:
```
! wB97M-V def2-TZVPD RIJCOSX def2/J DEFGRID3
* xyz 0 1
H 1.4144 -0.0131 1.0155
S -2.9818 -0.5584 -1.7220
H -0.9299 -1.9300 -0.6202
H 1.8412 0.3248 -1.3223
C 1.0390 -0.4326 -0.9776
S -1.5963 -0.8334 -0.3884
H -1.3295 2.3805 0.5137
C -0.5553 2.1190 1.2658
H 0.5300 2.2322 1.0962
H -0.6057 1.0690 -1.3945
H 0.9742 -1.6807 0.8206
O -1.8046 -0.9011 1.0354
C -0.2855 0.2144 -0.9066
H 0.9820 -1.4015 -1.4977
H 2.5157 -1.3399 0.4211
H -0.7661 1.6590 2.2809
C 1.5581 -0.9083 0.3801
*
```



--- c ---
# C4H10OS2

An isolated molecule of C4H10OS2 (the ωB97M-V functional and the def2-TZVPD basis, the Open Molecules 2025 dataset).

Calculated values
- Frontier orbital gap: 0.3508 hartree
- SMILES: CSSCCCO

The geometry in ORCA input format:
```
! wB97M-V def2-TZVPD RIJCOSX def2/J DEFGRID3
* xyz 0 1
H -2.8277 1.8230 1.6635
H -0.0038 -0.2198 -2.0227
H 1.8335 -1.7645 -2.4702
S 0.5851 1.2761 0.4297
H -0.4187 -1.8382 -1.3394
S -0.9657 2.5392 0.2489
H 2.4143 -0.5574 -1.3475
H 1.7452 -2.4322 0.2423
C 0.2239 -0.9582 -1.2482
H 0.2786 -1.1439 0.9136
C -0.0302 -0.4131 0.1498
C -1.9493 2.4458 1.8033
H -1.0776 -0.4150 0.4810
H -2.1924 3.4723 2.0359
C 1.6694 -1.3435 -1.4747
O 2.0799 -2.4508 -0.6527
H -1.3643 1.9802 2.5876
*
```



--- d ---
# C4H10OS2

An isolated molecule of C4H10OS2 (the ωB97M-V functional and the def2-TZVPD basis, the Open Molecules 2025 dataset).

Calculated values
- Frontier orbital gap: 0.3524 hartree
- SMILES: CSSCCCO

The geometry in ORCA input format:
```
! wB97M-V def2-TZVPD RIJCOSX def2/J DEFGRID3
* xyz 0 1
H 1.7014 -1.7205 -2.6457
H -2.7485 2.5628 2.5671
O 2.6202 -0.6071 -1.1129
S -0.7902 1.2590 -0.4123
H 0.8241 -0.0208 0.5841
H -1.0563 2.6272 2.0895
H 0.6067 -2.1932 -0.4988
C 1.4774 -0.9535 -1.9149
H -1.6650 1.2060 3.1180
C -0.0651 -0.3707 0.0481
H -0.6218 -1.4258 -1.7308
H 1.4654 -0.0328 -2.5311
S -2.4381 1.1903 0.8318
C 0.2692 -1.3166 -1.1007
H -0.5879 -0.7903 0.9205
C -1.8741 1.9479 2.3577
H 2.8824 -1.3619 -0.5697
*
```



Most stable to least stable, the ends of the list are c and b.